1.
C11H27AuClIN2OP2 as an isolated structure in a non-equilibrium geometry. Source: the OMol25 dataset; level of theory: ωB97M-V/def2-TZVPD.

Structure (XYZ):
```
46
Properties=species:S:1:pos:R:3:forces:R:3
C 0.007051 1.124955 -3.793145 0.018 0.087 -2.093
C 0.007991 1.544469 -2.396069 0.008 1.924 -0.028
H 0.013352 2.056085 -4.410496 -0.005 -0.688 0.477
H -0.872597 0.520511 -4.055938 0.282 0.167 0.280
H 0.879882 0.509229 -4.054808 -0.296 0.181 0.286
O 0.012117 2.650332 -1.990502 -0.004 -1.007 0.407
I -0.008349 -2.251193 1.234200 -0.045 -2.578 -0.173
Au 0.000053 0.025698 -0.966076 -0.009 -0.669 0.727
P 2.388103 -0.149160 -0.879093 0.986 -0.108 -0.053
C 3.124480 0.873798 0.415624 0.114 0.479 0.155
C 3.001003 -1.829244 -0.540248 -0.167 -0.148 -0.079
H 4.048552 -1.905177 -0.881282 -0.422 0.121 0.123
H 4.302165 0.260674 -2.291022 -0.494 0.034 0.009
H 2.381551 -2.564105 -1.070675 0.239 0.152 0.105
H 2.879954 -0.290054 -3.232846 0.131 0.121 0.281
H 2.741372 0.571943 1.397826 0.115 0.072 -0.264
H 2.941363 -2.026023 0.537047 0.071 0.033 -0.334
C 3.205751 0.349582 -2.398968 0.110 0.277 -0.582
H 4.227030 0.767465 0.404070 -0.549 -0.037 -0.057
H 2.953828 1.395516 -2.639470 0.169 -0.323 0.082
H 2.872757 1.933915 0.246449 0.091 -0.366 0.098
P -2.389728 -0.121726 -0.876687 -0.983 -0.106 -0.066
C -3.112904 0.912741 0.416414 -0.107 0.498 0.151
C -3.203001 0.382731 -2.397427 -0.105 0.271 -0.570
H -2.413314 -2.536665 -1.064500 -0.242 0.160 0.109
H -4.071673 -1.857211 -0.871743 0.419 0.118 0.123
H -2.962325 -1.989395 0.543796 -0.070 0.028 -0.319
C -3.022604 -1.793692 -0.533330 0.185 -0.148 -0.087
H -2.882270 -0.261060 -3.230093 -0.130 0.124 0.281
H -4.300111 0.303122 -2.289525 0.494 0.030 0.009
H -4.216679 0.820935 0.405185 0.548 -0.042 -0.054
H -2.847215 1.969449 0.245966 -0.102 -0.366 0.091
H -2.942130 1.425961 -2.639040 -0.169 -0.315 0.079
H -2.734035 0.607272 1.398943 -0.120 0.059 -0.258
Cl -0.012918 -1.754152 -2.586338 -0.003 -0.672 -0.466
C -1.115617 0.641655 4.541208 -0.539 0.085 -1.228
N 0.000914 0.019358 3.706547 0.277 -0.329 9.031
C 1.120404 -0.630699 4.557814 0.267 0.094 -1.624
C -0.007615 0.036684 2.518716 0.219 2.146 -13.885
N 0.000359 0.214747 1.227978 -0.079 0.545 9.162
H -0.972637 0.560193 5.615334 0.479 -0.265 -0.255
H -2.042986 0.137266 4.257192 0.093 0.129 0.163
H -1.156830 1.687486 4.250018 -0.124 0.069 0.142
H 1.164382 -1.682076 4.280228 -0.011 0.004 0.010
H 2.043099 -0.127225 4.264463 -0.027 -0.154 0.173
H 0.970036 -0.534932 5.624284 -0.513 0.315 -0.081
```
Forces are in eV/Å.

Properties
- ⟨S²⟩: 2.02
- Relative energy (zero: lowest compared OMol25 entry of this formula, charge and spin): 0.00 kJ/mol
- Orbital gap (alpha / beta): 6.91 / 6.66 eV
- Multiplicity: 3
- LUMO (alpha / beta): -7.64 / -8.66 eV
- Net charge: +2

Need the natural (NBO) charges? In units of e they are: -0.776 0.528 0.283 0.287 0.287 -0.405 -0.041 0.972 1.051 -0.970 -0.962 0.271 0.278 0.283 0.273 0.249 0.264 -0.983 0.275 0.259 0.269 1.053 -0.971 -0.983 0.283 0.271 0.265 -0.961 0.273 0.278 0.275 0.268 0.259 0.248 -0.459 -0.391 -0.417 -0.386 0.672 -0.713 0.256 0.230 0.234 0.242 0.229 0.253



2.
A 3-piece molecular cluster, C11H27BFN3O2 overall in a non-equilibrium geometry. Source: the OMol25 dataset; level of theory: ωB97M-V/def2-TZVPD.

Structure (XYZ):
```
45
Properties=species:S:1:pos:R:3:forces:R:3
C -1.867918 -2.645374 -3.387257 -0.113 -0.039 0.201
N -1.804969 -3.295092 -2.094902 1.241 -0.653 0.167
C -2.939858 -3.186873 -1.201790 0.108 -0.174 0.259
C -0.699684 -4.012190 -1.689249 -0.722 0.182 0.331
O -0.580462 -4.584552 -0.613708 -0.292 0.542 -0.738
H -2.011940 -1.571498 -3.236571 0.000 -0.024 -0.235
H -2.713207 -3.054768 -3.948014 0.092 0.166 -0.141
H -0.947906 -2.807912 -3.955304 -0.120 -0.017 0.160
H -2.615528 -2.714939 -0.269514 -0.210 -0.076 -0.015
H -3.313184 -4.190553 -0.977295 -0.085 0.182 0.107
H -3.735519 -2.591702 -1.658401 0.230 -0.107 0.006
H 0.103805 -4.030282 -2.443629 -0.073 0.074 -0.080
C -1.501270 6.547302 2.209179 -0.046 -0.117 -0.202
N -2.156055 5.405948 1.605154 -0.628 -0.822 1.011
C -2.109765 5.254122 0.165661 -0.162 -0.320 -0.062
C -2.821127 4.461086 2.357054 0.197 0.169 -0.785
O -3.394334 3.475051 1.912338 0.510 0.747 0.070
H -1.947605 7.462987 1.810478 0.168 0.073 0.145
H -0.436847 6.517671 1.958802 -0.030 0.192 0.125
H -1.614604 6.536752 3.296636 -0.026 -0.070 -0.189
H -3.132002 5.241999 -0.224129 0.162 -0.023 -0.131
H -1.629028 4.301569 -0.076572 -0.053 0.123 -0.165
H -1.550999 6.075327 -0.291726 -0.095 -0.129 0.199
H -2.794559 4.673139 3.438413 0.062 0.100 -0.038
N -0.114158 1.466934 0.472943 -0.321 -1.605 1.190
C 0.254074 0.095744 -0.104622 0.182 -0.062 0.180
C 1.799916 0.180996 -0.735380 -0.261 -0.459 -0.372
B 2.860312 -0.829180 0.081679 -1.446 -0.422 -2.021
C 2.959211 -2.375308 -0.470441 -0.988 -0.583 0.051
C 3.411726 -3.485954 0.647859 0.550 -0.614 -0.362
C 4.520778 -2.964653 1.736907 0.506 -1.384 0.461
F 3.908357 -2.302954 2.949013 1.183 -1.124 -2.809
H 0.372530 1.529030 1.409629 -0.707 0.045 -1.375
H -1.141329 1.441788 0.717347 1.425 0.051 -0.288
H -0.554900 -0.135999 -0.923215 1.799 0.317 1.451
H 0.198181 -0.765768 0.719310 0.054 1.680 -1.765
H 1.708916 -0.254250 -1.832240 0.308 1.146 2.007
H 2.173469 1.303084 -0.746836 -1.053 -2.269 -0.086
H 3.503221 -0.470718 1.002029 0.099 0.162 0.238
H 3.619010 -2.434420 -1.463556 -1.222 0.160 2.184
H 1.860564 -2.676138 -0.825678 2.251 0.574 0.584
H 2.482277 -3.999582 1.193124 2.063 1.447 -1.082
H 3.924846 -4.376349 0.040261 -0.912 1.828 1.524
H 5.085805 -3.921150 2.173518 -1.395 2.116 -0.786
H 5.381759 -2.292369 1.272694 -2.232 -0.983 1.074
```
Forces are in eV/Å.

Properties
- Relative energy (zero: lowest compared OMol25 entry of this formula, charge and spin): 257.67 kJ/mol
- Orbital gap: 9.83 eV
- LUMO: 0.55 eV
- SMILES: CN(C)C=O.CN(C)C=O.NCCBCCCF
- Net charge: 0

Need the natural (NBO) charges? In units of e they are: -0.398 -0.437 -0.419 0.526 -0.619 0.196 0.196 0.212 0.216 0.215 0.206 0.110 -0.398 -0.434 -0.422 0.529 -0.625 0.194 0.197 0.211 0.211 0.225 0.204 0.109 -0.852 -0.207 -0.785 0.705 -0.802 -0.449 0.021 -0.407 0.351 0.366 0.193 0.175 0.218 0.243 -0.092 0.251 0.238 0.245 0.218 0.182 0.185



3.
C11H27CaN3O2S4 as an isolated structure in a non-equilibrium geometry. Source: the OMol25 dataset; level of theory: ωB97M-V/def2-TZVPD.

Structure (XYZ):
```
48
Properties=species:S:1:pos:R:3:forces:R:3
Ca 0.129444 -0.480631 -0.279726 1.000 0.859 -0.954
C 0.967159 -0.918678 2.866847 0.094 0.049 0.131
O 0.084200 -1.223099 1.782873 -0.052 -0.219 0.967
C -1.221677 -1.632507 2.194251 -0.350 -0.214 -0.162
C -1.836605 -2.437663 1.067261 0.116 -0.119 0.429
O -1.799277 -1.657712 -0.132029 -0.405 -0.367 0.014
C -2.312196 -2.403224 -1.252259 -0.213 -0.088 -0.201
H 1.186704 -1.819062 3.441723 -0.055 -0.017 -0.037
H 0.535051 -0.158102 3.519473 -0.021 0.002 -0.043
H 1.894443 -0.542691 2.434293 -0.027 -0.003 0.004
H -1.833712 -0.752722 2.423835 0.097 0.016 0.091
H -1.157476 -2.268840 3.078724 0.002 0.058 0.038
H -2.869364 -2.694346 1.315867 0.007 0.022 -0.022
H -1.261397 -3.355992 0.919899 -0.054 -0.001 -0.060
H -1.690722 -3.278834 -1.449981 0.016 0.028 0.062
H -2.314387 -1.747487 -2.120331 0.039 0.027 0.039
H -3.335065 -2.725549 -1.052780 0.023 0.043 0.057
C 0.283685 3.421521 0.830448 -0.018 -0.144 0.052
C 1.532264 3.170343 -0.011734 -0.164 -0.225 -0.207
S 1.451954 1.928747 -1.337390 -0.069 0.222 -0.042
C 0.353363 2.632678 -2.603186 0.086 -0.093 0.224
C -1.131078 2.710104 -2.273981 -0.049 -0.263 0.025
S -1.804640 1.090505 -1.770822 -0.076 0.237 0.015
C -2.904547 1.495173 -0.378907 0.066 -0.033 -0.198
C -2.356655 2.350375 0.759622 0.214 -0.136 0.075
S -0.672090 1.949281 1.354571 -0.044 0.141 -0.144
H -0.402433 4.084014 0.309567 -0.017 0.021 0.054
H 0.597157 3.918665 1.747600 -0.046 0.111 -0.043
H 2.351837 2.816239 0.614010 0.045 0.069 -0.008
H 1.838749 4.108354 -0.475470 0.129 0.019 0.114
H 0.506879 1.970225 -3.456596 0.047 0.106 -0.077
H 0.737435 3.619089 -2.863025 -0.022 -0.013 -0.100
H -1.663606 3.018296 -3.172985 -0.031 0.101 0.054
H -1.342448 3.424330 -1.483449 0.018 0.042 -0.034
H -3.191368 0.509500 -0.012491 -0.083 0.018 -0.003
H -3.794748 1.977161 -0.783173 -0.054 -0.054 0.053
H -3.011476 2.216368 1.620355 -0.056 0.105 -0.026
H -2.364447 3.410235 0.514676 -0.018 0.003 0.018
N 3.006962 -0.785023 -0.779650 -0.247 0.079 0.162
N 3.528464 -2.043574 -0.461854 0.139 -0.131 0.045
C 2.731406 -3.127678 -0.504893 -0.055 -0.043 0.091
N 3.300282 -4.315120 -0.313875 0.152 0.130 0.009
S 1.076391 -3.020386 -0.782634 -0.241 -0.426 -0.305
H 3.085719 -0.611758 -1.778325 0.100 0.023 -0.063
H 3.550794 -0.080101 -0.297257 0.076 0.017 0.028
H 4.530837 -2.169910 -0.475945 0.037 0.066 -0.092
H 4.287375 -4.432667 -0.145413 -0.013 -0.002 -0.015
H 2.722873 -5.137844 -0.345725 -0.024 -0.021 -0.012
```
Forces are in eV/Å.

Properties
- Orbital gap: 9.86 eV
- LUMO: -5.01 eV
- Net charge: +2

Need the natural (NBO) charges? In units of e they are: 1.680 -0.256 -0.641 -0.099 -0.102 -0.645 -0.273 0.210 0.206 0.193 0.194 0.226 0.218 0.213 0.206 0.214 0.211 -0.524 -0.537 0.126 -0.534 -0.531 0.134 -0.536 -0.529 0.120 0.229 0.258 0.240 0.256 0.249 0.256 0.260 0.223 0.243 0.256 0.259 0.238 -0.681 -0.438 0.330 -0.746 -0.398 0.384 0.386 0.399 0.415 0.438



4.
C11H27ClIN2OP2Pb as an isolated structure in a non-equilibrium geometry. Source: the OMol25 dataset; level of theory: ωB97M-V/def2-TZVPD.

Structure (XYZ):
```
46
Properties=species:S:1:pos:R:3:forces:R:3
C 0.000728 0.885096 -3.811353 -0.013 -1.958 -0.163
C 0.004321 1.570944 -2.525071 0.050 7.594 0.128
H 0.005605 1.601743 -4.651672 0.002 0.397 0.620
H -0.886104 0.241765 -3.907335 0.048 0.137 0.100
H 0.879269 0.230346 -3.907010 -0.048 0.140 0.103
O 0.010862 2.624037 -2.024797 -0.039 -5.934 -1.039
I -0.036881 -1.737966 2.190744 0.215 -0.731 -1.191
Pb -0.017287 -1.644235 -1.333137 0.001 0.093 0.786
P 2.788306 -0.658991 -0.767222 2.181 -0.283 -0.383
C 3.467244 0.429703 0.537351 -1.097 0.219 0.300
C 3.534714 -2.300096 -0.462972 -0.851 -0.310 0.170
H 4.607412 -2.285048 -0.673058 -0.087 0.127 0.026
H 4.720030 -0.059565 -2.263064 -0.482 -0.097 0.302
H 3.051839 -3.068879 -1.089133 0.293 0.221 0.125
H 3.304669 -0.707997 -3.155443 0.234 0.160 0.265
H 3.115584 0.035978 1.500482 0.195 0.148 -0.142
H 3.357903 -2.566675 0.588568 0.153 0.013 -0.249
C 3.616567 -0.072994 -2.308177 -0.940 0.141 -0.385
H 4.566071 0.506484 0.539968 -0.342 -0.303 -0.321
H 3.252581 0.950548 -2.500071 0.334 -0.225 -0.030
H 3.021977 1.425737 0.406066 0.241 -0.174 0.110
P -2.814749 -0.619650 -0.760974 -2.161 -0.264 -0.467
C -3.485713 0.482127 0.535703 1.105 0.216 0.305
C -3.634011 -0.032785 -2.308993 0.928 0.124 -0.365
H -3.104773 -3.025635 -1.083634 -0.279 0.221 0.121
H -4.649697 -2.230061 -0.653500 0.089 0.133 0.023
H -3.391540 -2.522862 0.596130 -0.155 0.008 -0.232
C -3.575318 -2.253272 -0.453002 0.834 -0.307 0.169
H -3.324680 -0.676160 -3.151975 -0.240 0.181 0.283
H -4.738530 -0.009400 -2.267164 0.516 -0.100 0.299
H -4.583421 0.567272 0.540826 0.325 -0.309 -0.315
H -3.034646 1.474627 0.399177 -0.232 -0.162 0.108
H -3.259981 0.987120 -2.505006 -0.342 -0.246 -0.024
H -3.134609 0.092294 1.500306 -0.205 0.143 -0.129
Cl -0.039552 -3.320649 -3.140029 0.005 0.517 0.537
C 0.893779 2.336368 4.210573 0.938 0.985 0.091
N 0.088781 1.326610 3.535676 -0.149 0.225 -1.020
C -0.832967 0.572505 4.377502 -0.267 -0.400 0.081
C 0.048248 1.286880 2.216940 -0.119 0.063 -0.465
N 0.035777 1.257894 1.031413 -0.019 -0.427 1.541
H 0.671726 2.245006 5.279015 0.272 0.251 -0.367
H 0.648732 3.359733 3.871093 0.040 -0.510 0.202
H 1.970357 2.156716 4.047483 -0.440 0.070 0.116
H -1.880009 0.821509 4.185343 0.113 0.038 0.085
H -0.677467 -0.503180 4.207677 -0.232 0.498 0.530
H -0.561125 0.827070 5.405770 -0.368 -0.322 -0.238
```
Forces are in eV/Å.

Properties
- Orbital gap (alpha / beta): 4.68 / 4.71 eV
- LUMO (alpha / beta): -13.03 / -12.91 eV
- Net charge: +3

Need the natural (NBO) charges? In units of e they are: -0.809 0.916 0.379 0.327 0.327 -0.158 0.133 1.066 1.011 -0.948 -0.961 0.294 0.304 0.263 0.256 0.264 0.271 -0.957 0.299 0.236 0.265 1.004 -0.947 -0.955 0.263 0.294 0.270 -0.961 0.256 0.304 0.299 0.267 0.236 0.260 -0.465 -0.402 -0.471 -0.394 0.533 -0.525 0.241 0.230 0.220 0.220 0.197 0.252



5.
C11H27GaNO4 as an isolated structure in a non-equilibrium geometry. Source: the OMol25 dataset; level of theory: ωB97M-V/def2-TZVPD.

Structure (XYZ):
```
44
Properties=species:S:1:pos:R:3:forces:R:3
C -3.666990 -4.386227 -0.607947 -0.082 0.370 0.388
C -2.719610 -3.352436 -0.031018 0.229 -0.503 0.298
O -2.761166 -3.442595 1.404514 0.168 -0.301 -0.103
C -1.292599 -3.535390 -0.558929 -0.205 0.180 -0.123
N -0.898473 -2.470800 -1.460496 -0.208 -0.120 -0.305
C 0.543157 -2.305002 -1.641982 -0.360 0.312 -0.137
C 1.318496 -1.916814 -0.392023 0.025 -0.333 -0.138
O 2.581755 -1.466597 -0.734925 0.242 -0.040 0.445
Ga 3.652753 -1.107178 0.810536 0.205 0.527 0.148
C 3.414731 0.877798 1.371808 -0.363 -0.949 -0.533
C 1.941627 1.251601 1.463036 0.969 0.644 0.394
C 1.671344 2.533266 2.257519 -0.715 -0.267 -0.006
O 1.362154 1.380707 0.173676 -0.587 0.175 -0.340
H -3.323236 -5.372120 -0.312079 0.110 -0.305 -0.157
H -3.727424 -4.303363 -1.686428 -0.014 -0.099 -0.234
H -4.640692 -4.241734 -0.154822 -0.346 0.005 -0.105
H -3.073188 -2.353910 -0.258764 -0.062 0.263 -0.032
H -2.294886 -4.262286 1.640662 -0.195 0.433 -0.010
H -0.638527 -3.639850 0.306729 0.198 0.090 0.160
H -1.252331 -4.475562 -1.113865 0.153 -0.184 -0.016
H -1.345451 -1.597932 -1.219900 0.208 0.070 0.272
H 0.932309 -3.212729 -2.097906 0.182 -0.201 0.011
H 0.692396 -1.507015 -2.363908 0.044 0.137 -0.178
H 0.705365 -1.170998 0.139333 0.021 0.194 0.053
H 1.379159 -2.791169 0.270753 -0.027 -0.076 0.203
H 5.202482 -1.390606 0.492628 0.003 -0.059 -0.158
H 3.107660 -2.012038 2.038472 -0.127 -0.097 -0.080
H 3.919232 1.473592 0.617078 0.126 0.440 -0.061
H 3.896253 1.014219 2.335663 0.203 0.063 0.214
H 1.432105 0.450268 1.989177 -0.374 -0.295 -0.150
H 1.750193 3.414500 1.628257 0.363 0.245 -0.113
H 0.638023 2.513853 2.607223 -0.205 0.095 0.079
H 2.302509 2.622078 3.131085 0.289 0.050 0.135
H 1.593596 2.258745 -0.168698 0.061 -0.391 0.156
C -1.171782 4.527978 -2.277043 0.163 0.023 -0.043
C -0.626046 4.717910 -0.882002 0.016 -0.109 0.056
O 0.558041 4.830311 -0.676101 0.072 0.061 -0.033
C -1.627822 4.747286 0.246662 0.131 0.040 0.093
H -0.350748 4.519831 -2.989615 0.012 -0.006 0.010
H -1.709121 3.580662 -2.340219 -0.089 0.042 0.013
H -1.856859 5.340976 -2.525020 -0.095 -0.067 0.020
H -2.181432 3.807727 0.276314 -0.073 0.034 -0.046
H -2.331568 5.569469 0.101958 -0.084 -0.073 -0.042
H -1.105385 4.881576 1.190607 0.018 -0.016 -0.006
```
Forces are in eV/Å.

Properties
- Orbital gap: 6.68 eV
- LUMO: 2.57 eV
- Net charge: -1

Need the natural (NBO) charges? In units of e they are: -0.623 0.095 -0.720 -0.239 -0.638 -0.228 -0.061 -0.901 1.081 -0.908 0.093 -0.628 -0.731 0.193 0.211 0.206 0.168 0.456 0.183 0.168 0.350 0.171 0.195 0.135 0.133 -0.366 -0.380 0.193 0.191 0.161 0.196 0.185 0.200 0.460 -0.720 0.600 -0.542 -0.721 0.236 0.234 0.219 0.235 0.218 0.239